{"formula": "C20H22N2", "method": "ωB97M-V/def2-TZVPD", "e_above_lowest_ev": 3.0986, "homo_lumo_gap_ev": 2.83, "homo_energy_ev": -5.55, "lumo_energy_ev": -2.72, "elements": ["C", "C", "N", "C", "C", "C", "N", "H", "H", "H", "H", "H", "H", "H", "C", "C", "C", "C", "C", "C", "C", "C", "C", "C", "C", "C", "C", "C", "C", "H", "H", "H", "H", "H", "H", "H", "H", "H", "H", "H", "H", "H", "H", "H"], "xyz": [[-0.944425, 3.215636, 0.829013], [-0.459197, 2.082047, 1.628760], [0.879048, 1.879128, 1.801061], [1.004290, 0.763340, 2.561392], [2.329550, 0.252980, 2.993408], [-0.316156, 0.275297, 2.832907], [-1.216006, 1.127833, 2.268781], [-2.027051, 3.178831, 0.678642], [-0.682057, 4.154537, 1.332881], [-0.447179, 3.212310, -0.149561], [2.232267, -0.695288, 3.531574], [2.991270, 0.092707, 2.130337], [2.836059, 0.970253, 3.656622], [-0.561390, -0.641595, 3.359046], [-5.344979, 5.106277, 7.098534], [-5.084748, 3.994279, 6.130742], [-4.278066, 4.202204, 4.998511], [-3.978312, 3.161393, 4.137644], [-4.458300, 1.828332, 4.362109], [-4.019715, 0.811403, 3.471339], [-4.514087, -0.505320, 3.283474], [-4.032499, -1.231285, 2.144444], [-4.391944, -2.545232, 1.909229], [-5.239681, -3.230958, 2.796470], [-5.562304, -4.676462, 2.583113], [-5.768499, -2.529357, 3.887398], [-5.454606, -1.198846, 4.109288], [-5.333618, 1.666493, 5.481690], [-5.623861, 2.718040, 6.335829], [-5.955862, 4.753952, 7.934420], [-4.406324, 5.497452, 7.510682], [-5.864544, 5.950370, 6.627921], [-3.874749, 5.198909, 4.808180], [-3.361312, 3.325693, 3.252203], [-3.224408, 1.101386, 2.789690], [-3.365393, -0.700282, 1.463327], [-4.002409, -3.066406, 1.032245], [-6.173709, -5.058988, 3.405239], [-6.108962, -4.843511, 1.646322], [-4.647852, -5.280183, 2.533450], [-6.440491, -3.045324, 4.577743], [-5.945002, -0.696921, 4.932283], [-5.782207, 0.706645, 5.697337], [-6.275283, 2.546365, 7.196244]], "forces_ev_per_angstrom": [[-0.2, 0.5, -0.2], [1.2, -2.3, 1.7], [-0.6, 0.2, 0.0], [-2.1, 0.1, -0.2], [0.4, -0.1, 0.0], [1.8, 0.7, -0.2], [-0.2, 0.8, -1.0], [0.1, 0.0, 0.0], [-0.1, 0.0, -0.2], [-0.2, 0.1, 0.2], [0.0, 0.1, 0.0], [-0.1, 0.0, 0.2], [-0.1, -0.2, -0.1], [-0.3, 0.2, 0.0], [-0.1, 0.1, 0.3], [0.3, -0.1, -0.4], [-0.1, 0.0, 0.0], [0.1, -0.6, -0.1], [-0.3, 0.8, 0.8], [-1.1, 0.0, 0.0], [-0.3, -1.1, -0.1], [0.2, 0.5, 0.4], [-0.1, 0.0, 0.0], [0.4, 0.4, -0.2], [-0.1, -0.3, 0.1], [0.0, 0.3, 0.1], [0.2, -0.1, -0.2], [0.2, 0.2, -0.2], [0.0, -0.3, -0.1], [0.1, 0.1, -0.1], [-0.1, -0.1, -0.1], [0.1, -0.2, 0.0], [-0.1, -0.3, 0.0], [0.0, 0.0, 0.3], [0.5, 0.1, -0.3], [0.0, -0.2, 0.2], [-0.1, 0.2, 0.3], [0.1, 0.0, -0.2], [0.1, 0.1, 0.1], [-0.1, 0.2, 0.0], [0.2, 0.2, -0.2], [0.2, -0.4, -0.2], [0.2, 0.4, 0.1], [0.2, 0.0, -0.3]], "nbo_charge": [-0.6406, 0.2701, -0.5359, 0.0732, -0.6289, -0.1599, -0.6348, 0.1949, 0.2086, 0.2221, 0.1994, 0.2100, 0.2071, 0.1727, -0.6474, 0.0849, -0.2432, -0.0891, -0.1006, 0.0612, -0.1021, -0.0992, -0.2331, 0.0812, -0.6474, -0.2311, -0.1259, -0.1153, -0.2423, 0.2213, 0.2394, 0.2370, 0.2288, 0.2442, 0.2958, 0.2567, 0.2278, 0.2212, 0.2378, 0.2390, 0.2200, 0.2018, 0.1998, 0.2209]}


{"formula": "C20H22N2O3", "method": "ωB97M-V/def2-TZVPD", "e_above_lowest_ev": 3.0780, "homo_lumo_gap_ev": 9.10, "homo_energy_ev": -8.33, "lumo_energy_ev": 0.78, "elements": ["C", "H", "O", "C", "C", "C", "C", "C", "C", "O", "C", "C", "O", "N", "N", "C", "C", "C", "C", "C", "C", "C", "H", "H", "H", "H", "C", "C", "C", "C", "H", "H", "H", "H", "H", "H", "H", "H", "H", "H", "H", "H", "H", "H", "H", "H", "H"], "xyz": [[0.749139, -6.208818, -0.622517], [0.157985, -6.602881, -1.447711], [0.049839, -5.080412, -0.161345], [0.562656, -4.390988, 0.897292], [1.746076, -4.689208, 1.551056], [2.176944, -3.909054, 2.615709], [1.433201, -2.825233, 3.027982], [0.243460, -2.511734, 2.383991], [-0.202374, -3.287783, 1.330379], [-1.362108, -3.069240, 0.626817], [-2.253582, -2.096161, 1.110313], [-1.801352, -0.644915, 0.871109], [-2.133052, 0.251450, 1.618165], [-1.039035, -0.546883, -0.239850], [-0.272586, 0.466363, -0.750562], [-0.635315, 1.678108, -0.906824], [0.358695, 2.522600, -1.598516], [0.453079, 3.911146, -1.441490], [1.385404, 4.603538, -2.209448], [2.213223, 3.964172, -3.110450], [2.134871, 2.587929, -3.248311], [1.217376, 1.884138, -2.498741], [1.134894, 0.813757, -2.600088], [2.782476, 2.070207, -3.940026], [2.920611, 4.534207, -3.694498], [1.461041, 5.675652, -2.090682], [-0.359366, 4.706019, -0.455895], [-0.691464, 3.945079, 0.828137], [-1.961399, 3.114588, 0.691762], [-1.971064, 2.287761, -0.600881], [-2.723918, 1.502290, -0.514985], [-2.238666, 2.927508, -1.445997], [-2.836071, 3.769300, 0.690666], [-2.044592, 2.438326, 1.540867], [0.148764, 3.296224, 1.085802], [-0.823430, 4.654867, 1.647415], [-1.289307, 5.038614, -0.928619], [0.206337, 5.607286, -0.207235], [-0.726913, -1.438488, -0.616920], [-3.183039, -2.253257, 0.552424], [-2.465361, -2.223794, 2.178407], [-0.321115, -1.653293, 2.711564], [1.767701, -2.211309, 3.849476], [3.101408, -4.158366, 3.113548], [2.344132, -5.530958, 1.240711], [1.747304, -5.944072, -0.987440], [0.838493, -6.974283, 0.155439]], "forces_ev_per_angstrom": [[0.1, -0.2, -0.1], [0.1, 0.0, 0.1], [-0.1, 0.4, 0.3], [-0.2, 0.1, -0.1], [-0.1, -0.1, -0.2], [0.0, 0.1, 0.1], [0.2, -0.1, 0.1], [-0.2, 0.0, -0.2], [0.0, -0.2, -0.1], [0.2, -0.2, -0.1], [-0.3, 0.2, 0.2], [0.0, -0.3, 0.2], [0.0, 0.0, 0.0], [-0.3, -0.4, -0.6], [0.8, 0.2, 0.0], [-0.7, -0.4, 0.4], [0.5, 0.2, -0.4], [0.0, -0.1, -0.1], [0.0, 0.0, -0.1], [0.0, 0.0, 0.0], [0.0, 0.0, 0.0], [0.0, 0.0, 0.0], [0.0, -0.1, 0.0], [0.0, -0.1, -0.1], [0.1, 0.1, 0.0], [0.0, 0.1, 0.0], [0.0, 0.0, 0.2], [-0.3, 0.2, 0.0], [0.1, 0.0, 0.1], [-0.2, -0.2, 0.2], [0.0, 0.0, -0.1], [0.0, 0.0, 0.0], [0.0, 0.0, 0.0], [-0.1, 0.1, -0.1], [0.0, 0.0, 0.1], [0.1, 0.0, 0.0], [0.0, 0.1, 0.0], [0.0, 0.0, -0.1], [-0.1, 0.3, 0.2], [0.1, 0.0, 0.1], [0.1, 0.1, -0.1], [-0.1, 0.1, 0.0], [0.0, 0.1, 0.1], [0.1, 0.0, 0.0], [0.0, -0.1, -0.1], [0.0, 0.0, 0.0], [0.0, 0.0, 0.0]], "nbo_charge": [-0.2504, 0.2013, -0.4846, 0.2401, -0.2827, -0.2152, -0.2210, -0.2959, 0.3116, -0.5041, -0.1608, 0.6274, -0.6254, -0.4570, -0.2770, 0.2982, -0.1086, 0.0200, -0.2061, -0.1955, -0.2255, -0.1531, 0.2279, 0.2126, 0.2117, 0.2060, -0.4336, -0.3991, -0.3905, -0.4799, 0.2338, 0.2180, 0.1970, 0.2490, 0.2060, 0.2132, 0.2111, 0.2170, 0.4088, 0.2194, 0.2057, 0.2282, 0.2168, 0.2145, 0.2192, 0.1753, 0.1759]}


{"formula": "C20H22N2O4", "method": "ωB97M-V/def2-TZVPD", "e_above_lowest_ev": 2.4821, "homo_lumo_gap_ev": 7.98, "homo_energy_ev": -7.96, "lumo_energy_ev": 0.03, "elements": ["C", "C", "O", "C", "C", "C", "C", "C", "C", "H", "H", "N", "C", "O", "C", "C", "C", "O", "N", "H", "C", "C", "C", "C", "C", "C", "C", "H", "H", "O", "C", "H", "H", "H", "H", "H", "H", "H", "H", "H", "H", "H", "H", "H", "H", "H", "H", "H"], "xyz": [[-10.210075, -1.049227, 0.071420], [-8.911216, -0.405789, 0.531229], [-7.870755, -0.912606, -0.279917], [-6.599321, -0.479758, -0.070295], [-5.623343, -1.015211, -0.913632], [-4.301273, -0.649037, -0.797532], [-3.916572, 0.272466, 0.175574], [-4.886557, 0.804519, 1.018493], [-6.214845, 0.437299, 0.902541], [-6.935804, 0.874063, 1.575344], [-4.602918, 1.519344, 1.778953], [-2.594510, 0.693986, 0.347557], [-1.483029, 0.357225, -0.368405], [-1.467012, -0.419184, -1.303827], [-0.266339, 1.054525, 0.112781], [0.909184, 0.906658, -0.496940], [2.117232, 1.622659, -0.020704], [2.120076, 2.339625, 0.963220], [3.210205, 1.426580, -0.794444], [3.166569, 0.778152, -1.564540], [4.503594, 1.993955, -0.477579], [5.518543, 0.920395, -0.187442], [5.290941, 0.010633, 0.842010], [6.199266, -0.987732, 1.112000], [7.369821, -1.102757, 0.358057], [7.602315, -0.198296, -0.670978], [6.676314, 0.797902, -0.936594], [6.871358, 1.493419, -1.740693], [8.494760, -0.256666, -1.273872], [8.203530, -2.120246, 0.708302], [9.407378, -2.279152, -0.001575], [9.225837, -2.489541, -1.060694], [10.047628, -1.395625, 0.089298], [9.907140, -3.132992, 0.453145], [6.032103, -1.695683, 1.908074], [4.391977, 0.096573, 1.434458], [4.345905, 2.623813, 0.403675], [4.841796, 2.622252, -1.308662], [0.989168, 0.259701, -1.359276], [-0.335325, 1.704973, 0.974247], [-2.465459, 1.357813, 1.099218], [-3.559083, -1.068238, -1.455292], [-5.931804, -1.726352, -1.663104], [-8.972516, 0.686927, 0.428189], [-8.720664, -0.648919, 1.586216], [-11.037200, -0.686180, 0.674778], [-10.142702, -2.129188, 0.168771], [-10.394308, -0.807077, -0.971552]], "forces_ev_per_angstrom": [[0.4, 0.1, 0.0], [-0.3, 0.1, 0.2], [0.0, -0.1, -0.1], [0.3, 0.0, -0.1], [-0.3, 0.1, 0.2], [0.1, 0.0, 0.0], [-0.5, -0.1, 0.0], [0.3, -0.1, -0.2], [-0.3, -0.1, 0.0], [-0.1, 0.0, 0.0], [0.0, 0.1, 0.1], [0.3, 0.3, 0.3], [-0.1, 0.0, 0.0], [0.0, -0.1, -0.1], [0.7, 0.1, -0.2], [-0.7, -0.1, 0.2], [0.0, 0.1, 0.0], [-0.1, 0.1, 0.2], [0.1, -0.1, -0.2], [-0.1, 0.0, 0.1], [0.1, 0.1, 0.1], [0.1, 0.1, -0.2], [0.1, 0.0, 0.0], [0.1, -0.1, 0.0], [-0.1, 0.1, 0.0], [0.3, -0.3, 0.1], [-0.3, 0.1, 0.2], [0.0, 0.1, -0.1], [0.1, 0.0, 0.0], [-0.3, 0.1, 0.1], [0.2, 0.0, -0.1], [0.0, 0.0, 0.0], [0.0, 0.0, 0.0], [0.0, 0.1, -0.1], [0.0, -0.1, 0.1], [-0.1, 0.0, 0.1], [0.0, 0.0, -0.2], [0.0, 0.0, 0.1], [-0.1, -0.1, -0.1], [0.1, 0.1, 0.1], [0.1, -0.1, -0.2], [0.0, 0.0, 0.0], [0.0, -0.1, -0.1], [0.1, -0.1, 0.1], [0.0, 0.1, -0.1], [-0.1, 0.0, 0.0], [0.0, -0.1, 0.0], [-0.1, 0.0, -0.1]], "nbo_charge": [-0.6169, -0.0619, -0.4972, 0.2802, -0.2362, -0.2129, 0.1126, -0.2269, -0.2534, 0.2134, 0.2024, -0.5762, 0.6281, -0.6102, -0.2300, -0.2248, 0.6234, -0.6293, -0.5874, 0.3976, -0.2455, -0.0827, -0.1746, -0.2751, 0.3833, -0.3335, -0.1782, 0.2084, 0.2188, -0.5100, -0.2536, 0.1752, 0.1758, 0.2012, 0.2240, 0.2203, 0.2483, 0.1990, 0.2225, 0.2207, 0.3978, 0.2573, 0.2252, 0.1698, 0.1696, 0.2122, 0.2145, 0.2144]}


{"formula": "C20H22N2O9PS", "method": "ωB97M-V/def2-TZVPD", "charge": -1, "homo_lumo_gap_ev": 4.73, "homo_energy_ev": -3.17, "lumo_energy_ev": 1.55, "elements": ["C", "C", "C", "C", "C", "C", "O", "O", "C", "C", "O", "P", "O", "O", "S", "H", "H", "H", "H", "H", "H", "H", "H", "H", "H", "H", "H", "C", "C", "C", "C", "C", "C", "N", "O", "O", "H", "H", "H", "H", "H", "C", "C", "C", "C", "C", "C", "N", "O", "O", "H", "H", "H", "H", "H"], "xyz": [[1.737090, -0.938515, 2.169335], [2.046661, 0.218987, 1.581383], [0.990613, 1.153072, 1.091681], [1.484065, 2.559678, 0.690244], [0.578588, 3.158489, -0.418866], [-0.879004, 3.190402, -0.125108], [-1.502540, 4.200880, 0.128411], [-1.530724, 1.992808, -0.163838], [-2.786302, 2.031699, 0.410256], [-2.848396, 2.236807, 1.886695], [-3.757950, 1.829038, -0.264755], [1.554309, 3.593419, 2.102563], [3.000867, 4.348047, 1.999836], [0.538146, 4.871857, 2.041480], [1.341142, 2.778632, 3.863277], [2.421290, -1.770787, 2.212856], [0.752455, -1.011137, 2.600708], [3.090985, 0.461663, 1.438032], [0.627933, 0.708100, 0.167518], [0.140348, 1.157610, 1.777440], [0.741223, 2.554906, -1.312384], [0.908770, 4.165684, -0.651112], [-3.117973, 1.305205, 2.371244], [-1.938536, 2.643118, 2.312736], [-3.649240, 2.942243, 2.071710], [3.020112, 5.020205, 2.691350], [0.512448, 5.275033, 1.167699], [1.147731, 1.496355, -7.105284], [0.568929, 2.164945, -6.035433], [0.561265, 1.586881, -4.776288], [1.140107, 0.343884, -4.612305], [1.716710, -0.340485, -5.663914], [1.717758, 0.243944, -6.919966], [1.148935, -0.261342, -3.268177], [0.616002, 0.365580, -2.384502], [1.690657, -1.340728, -3.142158], [1.155974, 1.953106, -8.086240], [0.124424, 3.139688, -6.179574], [0.113457, 2.099005, -3.937269], [2.159796, -1.312213, -5.508179], [2.166780, -0.277257, -7.754182], [-1.495716, -6.878878, 2.524981], [-0.299618, -6.341146, 2.979949], [-0.219945, -4.995812, 3.301319], [-1.347542, -4.211137, 3.163374], [-2.544986, -4.724477, 2.706354], [-2.615436, -6.070374, 2.385219], [-1.269443, -2.784399, 3.521320], [-0.199206, -2.366261, 3.896450], [-2.281734, -2.123227, 3.409878], [-1.555262, -7.930726, 2.277896], [0.573405, -6.970025, 3.085460], [0.706125, -4.566540, 3.652788], [-3.409696, -4.087188, 2.601500], [-3.545846, -6.488312, 2.026593]], "forces_ev_per_angstrom": [[0.0, 0.7, -0.3], [0.0, -0.8, 0.5], [0.7, 0.7, -0.4], [-1.4, 0.4, 1.0], [1.0, -0.8, -0.1], [-0.2, 1.1, 0.1], [0.0, -0.3, 0.0], [0.3, -0.1, -0.1], [-1.0, -0.2, -0.2], [0.1, 0.4, 0.1], [0.5, -0.1, 0.1], [0.4, -0.8, -0.4], [-0.1, 0.4, -0.1], [0.1, 0.3, 0.1], [0.0, 0.0, 0.2], [0.3, 0.0, 0.6], [-0.2, -0.5, -0.4], [0.1, 0.1, -0.7], [-0.1, -0.2, -0.1], [-0.1, -0.2, 0.2], [-0.1, -0.1, -0.2], [-0.2, 0.3, -0.1], [0.1, -0.3, 0.0], [0.2, -0.1, 0.0], [-0.2, 0.1, 0.0], [0.1, 0.0, 0.2], [-0.2, 0.0, -0.1], [0.0, 0.0, 0.0], [0.0, -0.1, -0.1], [-0.1, 0.2, 0.0], [0.0, 0.1, -0.1], [0.1, -0.1, -0.1], [0.0, 0.1, 0.0], [0.0, 0.1, -0.1], [-0.1, -0.1, 0.2], [0.0, -0.1, 0.0], [0.0, 0.0, 0.0], [0.0, 0.0, 0.0], [0.0, -0.1, 0.1], [0.0, 0.0, 0.1], [0.0, 0.0, 0.0], [0.0, 0.0, 0.0], [-0.1, 0.0, 0.0], [0.2, -0.1, 0.0], [0.0, -0.1, 0.0], [-0.2, 0.0, -0.1], [0.1, 0.0, 0.0], [0.0, 0.0, -0.1], [-0.1, -0.1, 0.4], [-0.1, 0.0, 0.0], [0.0, 0.0, 0.0], [0.0, 0.0, 0.0], [0.0, 0.1, 0.0], [0.1, 0.1, 0.0], [0.0, 0.0, 0.0]], "nbo_charge": [-0.4702, -0.0965, -0.4942, -0.7667, -0.5229, 0.7978, -0.6290, -0.5367, 0.8343, -0.7379, -0.5599, 1.8016, -0.9946, -1.0068, -0.7373, 0.1756, 0.1919, 0.1913, 0.2236, 0.1968, 0.2261, 0.2083, 0.2437, 0.2560, 0.2364, 0.4789, 0.4896, -0.1898, -0.2086, -0.2071, 0.0933, -0.2169, -0.2155, 0.5199, -0.3449, -0.3840, 0.2128, 0.2207, 0.2589, 0.2464, 0.2148, -0.1901, -0.2113, -0.2096, 0.0965, -0.2131, -0.2130, 0.5178, -0.3459, -0.3812, 0.2126, 0.2175, 0.2543, 0.2500, 0.2164]}